1.
A structure of composition C7H35NO18Sn, computed with the ωB97M-V functional and the def2-TZVPD basis.

Each line ends with the Löwdin charge.
Cartesian coordinates (Å):
1 Sn -1.09922 -0.21229 -0.02067  1.45
2 C 0.42383 0.38949 2.18931  -0.91
3 O 0.99871 1.13153 1.31595  -0.17
4 O -0.87388 0.33189 2.02048  -0.22
5 O 1.14040 -0.18784 3.11760  -0.10
6 C -3.19521 -1.46922 0.13898  -0.93
7 O -4.21318 -2.11289 -0.16762  0.00
8 O -3.16464 -0.12709 0.06429  -0.25
9 O -2.12338 -1.99792 0.68716  -0.22
10 C 3.68986 -1.46168 -1.51598  -0.08
11 C 2.18786 -1.12696 -1.74010  -0.42
12 C 2.01442 0.20405 -2.57149  -0.21
13 O 0.72088 0.02174 -3.03281  -0.25
14 C 0.33334 1.16755 -3.75975  -0.11
15 N 1.58515 -2.26962 -2.44687  0.05
16 H 3.89975 -2.18394 -0.66324  0.09
17 H 4.18995 -0.49944 -1.36852  0.06
18 H 4.01205 -1.86274 -2.46632  0.05
19 H 1.77702 -1.06110 -0.73683  0.08
20 H 2.81814 0.24262 -3.36408  0.14
21 H 2.01052 1.06304 -1.89079  0.12
22 H -0.74181 1.25716 -3.64005  0.10
23 H 0.56279 1.10958 -4.83086  0.09
24 H 0.84511 2.03123 -3.39106  0.04
25 H 0.62973 -2.36390 -2.18445  0.03
26 H 1.65514 -2.07168 -3.45307  0.08
27 O -4.56018 -0.73907 -2.68335  -0.05
28 H -3.78903 -0.98080 -2.18148  -0.01
29 H -5.26146 -0.87463 -2.08463  0.00
30 O 1.17782 -2.68805 1.44683  -0.07
31 H 1.08687 -1.76713 1.73789  -0.01
32 H 0.22466 -2.85672 1.25529  0.01
33 O 5.19292 3.37055 1.72484  -0.09
34 H 4.38915 3.67046 2.09739  -0.01
35 H 4.95264 2.51607 1.29992  0.01
36 O -1.20395 -4.85254 0.83057  -0.07
37 H -0.30627 -4.78804 1.11290  0.01
38 H -1.67969 -4.01589 1.08021  0.04
39 O -3.88010 -2.24463 3.37258  -0.06
40 H -4.25870 -1.43562 2.97663  0.04
41 H -2.95097 -2.18297 3.19144  0.01
42 O 3.57971 1.05657 1.42781  -0.08
43 H 2.71878 1.22374 0.95496  0.04
44 H 3.36095 0.34770 1.98499  0.00
45 O -1.88522 -3.49970 -1.85942  -0.11
46 H -1.34128 -4.14841 -1.33608  0.03
47 H -2.71225 -3.41218 -1.31368  0.03
48 O -1.74530 2.83117 4.56689  -0.09
49 H -2.42803 3.17637 3.97093  0.03
50 H -1.38390 2.09298 4.01886  0.04
51 O -5.44930 1.38463 1.28128  -0.08
52 H -5.09905 1.19662 0.39343  0.03
53 H -4.85444 0.94635 1.89609  0.01
54 O 2.49668 2.16950 3.83067  -0.06
55 H 3.05212 1.44243 3.51867  0.01
56 H 1.81586 1.75906 4.33827  0.00
57 C 0.10748 4.16738 -1.77207  -0.18
58 O -0.33895 3.18258 -0.87714  -0.14
59 H -0.64962 4.94829 -1.65815  0.08
60 H 1.06228 4.60441 -1.52001  0.08
61 H 0.08020 3.79582 -2.81321  0.06
62 H 0.39625 2.66211 -0.49931  0.05

Results
Lowest unoccupied orbital energy = 0.163 Ha
Frontier orbital gap = 7.611 eV
Net charge = -2



2.
A structure of composition C45H54As2BCsF2N4O4SSe, computed with the ωB97M-V functional and the def2-TZVPD basis.

Each line ends with the Löwdin charge.
Cartesian coordinates (Å):
1 Cs 0.48461 1.72939 0.13549  0.76
2 C 1.16491 -1.12854 -4.34927  -0.46
3 C 1.11934 -2.51604 -3.73117  -0.44
4 As 1.64723 -2.49996 -1.62777  1.20
5 C 1.84622 -4.45320 -1.79611  -0.36
6 C 0.74898 -5.19904 -2.22173  -0.15
7 C 0.81976 -6.57661 -2.36980  -0.11
8 C 2.01054 -7.24153 -2.10526  -0.12
9 C 3.11551 -6.51209 -1.69321  -0.10
10 C 3.03392 -5.13239 -1.53809  -0.10
11 C 3.40046 -1.73812 -2.13804  -0.36
12 C 4.20932 -2.38146 -3.07253  -0.12
13 C 5.40704 -1.82596 -3.50049  -0.10
14 C 5.81565 -0.59181 -3.01540  -0.12
15 C 5.02002 0.07012 -2.09196  -0.10
16 C 3.83164 -0.50092 -1.65326  -0.11
17 As 0.38601 0.26829 -3.16168  1.23
18 C 0.23237 1.61201 -4.57853  -0.38
19 C -0.94331 2.29045 -4.88703  -0.11
20 C -0.96149 3.26413 -5.87608  -0.09
21 C 0.19745 3.58185 -6.57067  -0.12
22 C 1.37910 2.92364 -6.26155  -0.11
23 C 1.39381 1.94987 -5.27196  -0.12
24 C -1.43154 -0.45942 -3.17073  -0.38
25 C -2.13546 -0.67172 -4.35101  -0.12
26 C -3.43003 -1.17271 -4.33251  -0.10
27 C -4.04227 -1.45821 -3.12130  -0.10
28 C -3.34347 -1.26585 -1.93689  -0.09
29 C -2.03895 -0.78894 -1.96041  -0.11
30 H 0.64126 -1.06483 -5.31057  0.05
31 H 2.19791 -0.81560 -4.52718  0.04
32 H 1.72145 -3.21933 -4.31875  0.04
33 H 0.08713 -2.88803 -3.74909  0.03
34 H -0.17271 -4.68784 -2.45833  0.06
35 H -0.05300 -7.13168 -2.69774  0.09
36 H 2.07513 -8.31724 -2.22136  0.09
37 H 4.04906 -7.01946 -1.47729  0.09
38 H 3.89483 -4.58182 -1.18361  0.09
39 H 3.89132 -3.33384 -3.48089  0.09
40 H 6.01847 -2.35556 -4.22274  0.09
41 H 6.74415 -0.14808 -3.35485  0.09
42 H 5.32204 1.03732 -1.70810  0.10
43 H 3.24268 0.05473 -0.93230  0.07
44 H -1.84617 2.07296 -4.33279  0.09
45 H -1.88499 3.78894 -6.08999  0.10
46 H 0.18282 4.34708 -7.33782  0.09
47 H 2.29530 3.17237 -6.78474  0.09
48 H 2.32849 1.45257 -5.03432  0.09
49 H -1.67028 -0.43045 -5.30020  0.10
50 H -3.96445 -1.32436 -5.26345  0.09
51 H -5.06259 -1.82359 -3.09617  0.09
52 H -3.83021 -1.46193 -0.99240  0.08
53 H -1.49074 -0.67275 -1.02554  0.07
54 C 0.65327 0.60942 4.70273  -0.09
55 N 1.79613 1.13628 5.43287  -0.10
56 C 1.78626 2.38731 6.01759  -0.04
57 C 2.99943 2.57260 6.56959  -0.06
58 N 3.74270 1.43130 6.30760  -0.15
59 C 5.12408 1.25153 6.68022  -0.07
60 C 2.99655 0.54628 5.59587  -0.75
61 Se 3.53015 -1.13752 5.04083  0.50
62 H -0.09830 0.23162 5.39743  0.09
63 H 0.99569 -0.21689 4.08460  0.03
64 H 0.24772 1.42279 4.09929  0.04
65 H 0.93537 3.03707 5.89720  0.11
66 H 3.41951 3.41897 7.08184  0.11
67 H 5.23940 1.36726 7.75936  0.08
68 H 5.75212 1.98126 6.16657  0.09
69 H 5.41946 0.24746 6.38414  0.02
70 C -2.71656 3.29549 4.03776  -0.02
71 C -1.67427 4.40751 4.14141  -0.50
72 C -1.95390 5.22479 5.39852  -0.03
73 O -0.39484 3.77132 4.29492  -0.09
74 B 0.41047 3.89301 3.11483  -0.50
75 O -0.28808 4.76889 2.26653  -0.05
76 C -1.51250 5.25481 2.83442  -0.50
77 C -1.32500 6.75165 3.08211  -0.03
78 C -2.61792 5.05995 1.80494  -0.02
79 H -2.65572 2.67935 4.93709  0.09
80 H -2.51951 2.64604 3.18587  0.08
81 H -3.73277 3.68948 3.95216  0.08
82 H -2.03289 4.54720 6.25155  0.08
83 H -2.89332 5.77962 5.31756  0.08
84 H -1.14672 5.92766 5.59836  0.08
85 H -0.50193 6.93132 3.77385  0.08
86 H -2.23202 7.22236 3.47209  0.08
87 H -1.07112 7.22080 2.13087  0.09
88 H -2.69556 4.02013 1.49509  0.08
89 H -2.38552 5.63647 0.90954  0.08
90 H -3.58783 5.38693 2.19389  0.09
91 O -1.98327 4.36965 -1.62273  -0.07
92 C -2.06334 3.15930 -1.83876  -0.64
93 O -1.15849 2.27905 -1.72515  -0.51
94 H -3.06173 2.76399 -2.16818  0.11
95 C -1.95320 -4.54588 -0.46533  0.00
96 C -2.73955 -3.64490 0.41551  -0.28
97 C -4.08255 -3.73663 0.66354  0.00
98 C -4.65867 -2.74582 1.48436  -0.34
99 N -3.97761 -1.78565 2.06707  0.11
100 C -2.63454 -1.71870 1.88265  -0.85
101 S -1.58509 -0.68931 2.63916  0.66
102 N -2.07149 -2.63619 0.99506  0.10
103 C -6.14009 -2.74230 1.72812  -0.03
104 H -2.58695 -5.32405 -0.88546  0.09
105 H -1.13158 -5.00353 0.08849  0.10
106 H -1.51920 -3.95975 -1.27436  0.07
107 H -4.67789 -4.51924 0.21887  0.11
108 H -1.06575 -2.54629 0.86480  0.12
109 H -6.63291 -3.58877 1.25245  0.07
110 H -6.56145 -1.81453 1.33965  0.08
111 H -6.33332 -2.76043 2.80047  0.08
112 F 3.64975 -3.34023 0.74878  -0.09
113 C 2.42547 -2.73259 0.43946  -0.46
114 F 1.46393 -3.55790 1.05552  -0.13
115 H 2.41323 -1.80558 1.03409  0.08

Results
Lowest unoccupied orbital energy = 0.132 Ha
Frontier orbital gap = 4.392 eV
Relative energy (zero: lowest compared OMol25 entry of this formula, charge and spin) = 83.52 kcal per mole
Net charge = -2



3.
A structure of composition C2H6IrO2, computed with the ωB97M-V functional and the def2-TZVPD basis.

Each line ends with the Löwdin charge.
Cartesian coordinates (Å):
1 C -2.22915 -1.17494 0.18597  -0.07
2 C -1.61526 -0.06499 -0.61453  -0.37
3 O -1.28688 1.05564 0.03478  -0.08
4 H -2.13873 -0.99895 1.26634  0.11
5 H -3.28898 -1.30428 -0.09375  0.12
6 H -1.69917 -2.11059 -0.05500  0.04
7 H -1.97986 0.02084 -1.65743  0.12
8 H 0.05771 1.13233 -0.00240  0.27
9 Ir 0.42214 -1.19200 -1.32289  1.23
10 O 1.23169 0.37219 -0.56154  -0.43
11 H 1.88440 0.92811 -0.99141  0.06

Results
Lowest unoccupied orbital energy (alpha / beta) = -0.228 / -0.294 Ha
Frontier orbital gap (alpha / beta) = 7.008 / 7.518 eV
Multiplicity = 5
Net charge = +1



4.
A structure of composition C45H41LaN15OS2, computed with the ωB97M-V functional and the def2-TZVPD basis.

Each line ends with the Löwdin charge.
Cartesian coordinates (Å):
1 La -1.55534 0.18252 -0.63963  1.77
2 C 2.03069 4.24197 -3.29281  -0.44
3 S 0.55507 4.93303 -2.53706  0.86
4 C -0.17306 3.58120 -1.67865  -1.11
5 S 0.61492 2.03708 -1.61712  0.51
6 N -1.30319 3.94942 -1.15039  -0.10
7 N -2.04715 2.91951 -0.59798  -0.10
8 C -2.88672 3.31139 0.28008  -0.10
9 C -3.92544 2.39216 0.78288  -0.28
10 C -4.94546 2.87549 1.58744  0.00
11 C -6.00323 2.03614 1.90637  -0.03
12 C -6.01440 0.74687 1.40498  -0.03
13 C -4.93942 0.32817 0.63243  -0.11
14 N -3.90907 1.12192 0.34074  0.00
15 H 2.58408 5.10116 -3.66998  0.03
16 H 1.78749 3.57568 -4.11646  0.03
17 H 2.63935 3.71635 -2.56230  0.01
18 H -2.91583 4.35328 0.59172  0.13
19 H -4.91556 3.89893 1.93559  0.12
20 H -6.81503 2.39508 2.52485  0.12
21 H -6.83087 0.06850 1.60572  0.11
22 H -4.88456 -0.68219 0.24438  0.10
23 C 1.14147 3.60153 3.56987  -0.06
24 N 0.18582 2.63849 3.03331  -0.11
25 C 0.19781 2.05909 1.83852  -0.16
26 N -0.83048 1.22587 1.73127  -0.04
27 C -1.44658 1.35245 2.94072  -0.22
28 N -0.86165 2.19130 3.75920  0.15
29 C 2.21909 2.98319 4.42344  -0.19
30 C 2.57029 3.57228 5.62988  -0.02
31 C 3.62927 3.06968 6.37594  -0.05
32 C 4.33851 1.96984 5.92716  0.00
33 C 3.97400 1.36443 4.72774  -0.13
34 C 2.92026 1.87065 3.97926  0.03
35 C 4.71843 0.19771 4.24644  -0.30
36 N 5.91356 -0.17579 4.52473  0.14
37 N 6.13135 -1.35803 3.80079  0.14
38 C 5.04928 -1.58274 3.15256  -0.30
39 O 4.09417 -0.63796 3.37578  0.12
40 C 4.69173 -2.70007 2.27388  -0.14
41 C 5.62787 -3.25283 1.40611  -0.01
42 C 5.24447 -4.28297 0.56242  -0.05
43 C 3.93446 -4.74826 0.57653  -0.03
44 C 3.00568 -4.20828 1.45721  -0.20
45 C 1.57661 -4.69879 1.46512  -0.06
46 N 0.64702 -3.57419 1.49774  -0.10
47 C 0.27518 -2.79612 0.48804  -0.16
48 N -0.34278 -1.71974 0.94981  -0.02
49 C -0.31782 -1.91112 2.29711  -0.20
50 N 0.28195 -3.01351 2.67363  0.13
51 C 3.39308 -3.18610 2.31177  0.03
52 H 0.57185 4.34036 4.12920  0.13
53 H 1.57810 4.09998 2.70241  0.14
54 H 0.91507 2.27577 1.06035  0.09
55 H -2.34806 0.82491 3.21160  0.12
56 H 2.02271 4.43582 5.98733  0.12
57 H 3.89634 3.53633 7.31414  0.11
58 H 5.16422 1.56616 6.49687  0.12
59 H 2.66009 1.39267 3.04195  0.12
60 H 6.64044 -2.87257 1.39699  0.12
61 H 5.96269 -4.71635 -0.12023  0.11
62 H 3.63970 -5.53998 -0.10224  0.12
63 H 1.34421 -5.31232 2.33424  0.14
64 H 1.36806 -5.28094 0.56842  0.13
65 H 0.46161 -3.02597 -0.54777  0.14
66 H -0.74051 -1.22255 3.00823  0.10
67 H 2.68226 -2.75928 3.00687  0.12
68 C -3.50265 2.83328 -5.81279  -0.07
69 C -2.49875 2.95242 -4.86459  -0.06
70 C -2.29998 1.93089 -3.94639  -0.05
71 C -3.10127 0.80068 -3.98570  -0.25
72 C -4.11106 0.67150 -4.93245  -0.02
73 C -4.30322 1.69477 -5.84413  -0.07
74 N -2.85252 -0.19866 -2.97630  -0.07
75 N -3.38136 -1.30311 -3.20443  0.07
76 C -3.32723 -2.28556 -2.16257  -0.33
77 C -3.92591 -3.48722 -2.54207  -0.03
78 C -4.08214 -4.48788 -1.59939  -0.08
79 C -3.65868 -4.25006 -0.29825  -0.08
80 C -3.04919 -3.04275 0.03640  -0.17
81 C -2.83808 -2.00334 -0.87920  -0.28
82 H -3.67136 3.62802 -6.52718  0.11
83 H -1.87209 3.83383 -4.82476  0.11
84 H -1.50479 2.00714 -3.21592  0.03
85 H -4.73605 -0.20941 -4.94213  0.11
86 H -5.08991 1.60937 -6.58189  0.11
87 H -4.27626 -3.61032 -3.55893  0.11
88 H -4.54804 -5.42684 -1.86630  0.11
89 H -3.80352 -5.01036 0.46018  0.10
90 H -2.72492 -2.92437 1.06786  0.08
91 C 1.29259 -1.45472 -5.61068  -0.01
92 C 1.36400 -1.29032 -4.13219  -0.28
93 C 2.42458 -1.13683 -3.26727  0.03
94 C 1.85907 -0.98514 -1.98965  -0.39
95 N 0.53036 -1.06269 -2.05616  -0.07
96 N 0.25631 -1.23737 -3.37155  0.04
97 C 2.57951 -0.72089 -0.70859  -0.04
98 H 2.22236 -1.87300 -5.98937  0.09
99 H 1.13060 -0.49283 -6.09865  0.09
100 H 0.47840 -2.12064 -5.89692  0.08
101 H 3.46992 -1.11764 -3.52363  0.12
102 H -0.69545 -1.36941 -3.67328  0.14
103 H 3.37224 -1.45455 -0.54735  0.08
104 H 1.90672 -0.75001 0.14669  0.05
105 H 3.03961 0.26832 -0.73960  0.08

Results
Lowest unoccupied orbital energy = -0.111 Ha
Frontier orbital gap = 7.278 eV
Relative energy (zero: lowest compared OMol25 entry of this formula, charge and spin) = 0.00 kcal per mole
Net charge = +1



5.
A cluster of 7 separate species, C18H23FN6 in total, computed with the ωB97M-V functional and the def2-TZVPD basis.

Each line ends with the Löwdin charge.
Cartesian coordinates (Å):
1 F 0.55283 -5.17463 10.67439  0.06
2 C 0.76244 -5.70578 11.89296  -0.29
3 C 1.75569 -6.65775 12.01298  -0.01
4 C 1.90758 -7.25603 13.27406  -0.09
5 C 1.13903 -6.86195 14.34046  -0.11
6 C 0.18953 -5.84033 14.21073  -0.08
7 C 0.01407 -5.25481 12.97026  -0.02
8 H 2.37574 -6.95410 11.18187  0.12
9 H 2.73779 -7.94886 13.34199  0.10
10 H 1.21093 -7.34169 15.31053  0.10
11 H -0.40913 -5.54481 15.06121  0.07
12 H -0.81245 -4.57004 12.82506  0.11
13 C -4.15637 -4.20754 13.60714  -0.06
14 C -3.43121 -4.59016 14.82267  -0.25
15 N -2.85177 -4.85175 15.77444  0.16
16 H -5.22785 -4.24193 13.79358  0.08
17 H -3.95949 -4.88316 12.77463  0.08
18 H -3.88215 -3.21668 13.25199  0.08
19 C -2.32284 -13.65969 18.25705  -0.08
20 C -2.56360 -12.56086 17.34070  -0.27
21 N -2.75530 -11.69289 16.61787  0.15
22 H -2.98984 -13.51772 19.10978  0.08
23 H -1.32097 -13.63782 18.69843  0.08
24 H -2.37627 -14.66654 17.85257  0.08
25 C -2.57329 -8.08013 16.59260  -0.08
26 C -3.97939 -8.06371 16.20460  -0.30
27 N -5.09209 -8.03562 15.92793  0.13
28 H -2.48576 -7.85935 17.65062  0.05
29 H -2.11302 -7.31540 15.96762  0.04
30 H -2.20880 -9.06945 16.31297  0.06
31 C 2.08091 -5.51357 18.16333  -0.06
32 C 0.64962 -5.80067 18.36084  -0.27
33 N -0.45618 -6.04903 18.50999  0.14
34 H 2.62116 -6.35712 18.59471  0.08
35 H 2.32228 -4.57597 18.65399  0.08
36 H 2.38271 -5.47418 17.11890  0.07
37 C -3.60616 -8.18993 20.65501  -0.07
38 C -3.50451 -7.33665 21.83962  -0.29
39 N -3.42784 -6.65807 22.76163  0.12
40 H -4.38549 -8.92661 20.83496  0.08
41 H -2.66361 -8.68316 20.43025  0.08
42 H -3.85635 -7.54530 19.81291  0.08
43 C -7.56644 -8.57808 13.07449  -0.08
44 C -7.70966 -10.02945 13.18921  -0.29
45 N -7.82772 -11.16502 13.29915  0.12
46 H -8.55204 -8.12060 12.99365  0.08
47 H -6.93199 -8.33312 12.22839  0.08
48 H -7.14351 -8.17462 13.99627  0.05

Results
SMILES string = Fc1ccccc1.CC#N.CC#N.CC#N.CC#N.CC#N.CC#N
Lowest unoccupied orbital energy = 0.015 Ha
Frontier orbital gap = 9.924 eV
Relative energy (zero: lowest compared OMol25 entry of this formula, charge and spin) = 3.79 kcal per mole